(1)
{
  "formula": "C2H4ClI",
  "method": "ωB97M-V with the def2-TZVPD basis set",
  "energy_ev": -22758.1124,
  "gap_ev": 7.7,
  "mol_weight_da": 190.4,
  "de_lowest_kcal_mol": 83.42,
  "homo_ev": -8.91,
  "elements": ["C", "C", "Cl", "I", "H", "H", "H", "H"],
  "positions_angstrom": [[0.40722, 0.28185, -1.22425], [-0.72334, -1.05062, 2.25725], [0.73179, -0.33299, 2.56683], [-2.21652, 0.18590, 1.51071], [-0.28228, -0.11973, -2.09989], [0.01323, 0.65609, -0.38899], [1.04603, -0.57545, -0.95758], [1.02386, 0.95493, -1.66409]],
  "atomic_forces_ev_per_a": [[-0.2, -4.8, -4.0], [-0.7, -1.1, 0.0], [0.6, 0.7, 0.0], [0.0, 0.3, 0.1], [0.9, 1.0, 2.3], [-2.2, 1.4, 2.9], [-0.2, 0.2, 0.0], [1.9, 2.3, -1.3]],
  "nbo_charge": [-0.830, -0.283, 0.100, 0.190, 0.212, 0.197, 0.208, 0.207]
}

=====

(2)
{
  "formula": "C5H6O2",
  "method": "ωB97M-V with the def2-TZVPD basis set",
  "energy_ev": -9374.9716,
  "gap_ev": 9.7,
  "mol_weight_da": 98.1,
  "de_lowest_kcal_mol": 48.98,
  "homo_ev": -9.12,
  "elements": ["C", "C", "O", "C", "O", "C", "C", "H", "H", "H", "H", "H", "H"],
  "positions_angstrom": [[-1.43215, -1.26224, -0.03098], [-0.71334, -0.23361, 0.78231], [1.47936, -0.73590, 0.46908], [2.17154, -0.20372, -0.29431], [2.98812, 0.16790, -1.04552], [-0.58642, 1.00951, 0.38408], [0.16826, 1.86314, -0.27446], [-1.47155, -0.97794, -1.08627], [-2.44153, -1.24226, 0.37473], [-1.04157, -2.28324, 0.06326], [-0.34100, -0.54257, 1.75735], [1.07866, 1.38920, -0.62418], [0.06827, 2.91487, -0.50717]],
  "atomic_forces_ev_per_a": [[-0.4, 0.1, 0.1], [-1.0, 0.4, 0.3], [1.3, -0.1, -0.4], [1.6, -1.1, -0.3], [-0.8, 0.2, 0.4], [0.6, 0.1, -0.3], [-0.3, -0.3, 0.4], [0.0, 0.0, 0.2], [-0.3, -0.4, -0.3], [0.1, 0.4, 0.1], [-0.4, 0.3, 0.0], [0.0, 0.7, -0.3], [-0.4, -0.1, 0.2]],
  "nbo_charge": [-0.644, -0.173, -0.514, 1.013, -0.513, 0.036, -0.486, 0.220, 0.231, 0.222, 0.226, 0.162, 0.221]
}

=====

(3)
{
  "formula": "C4H10S3",
  "method": "ωB97M-V with the def2-TZVPD basis set",
  "energy_ev": -36813.8542,
  "gap_ev": 9.4,
  "mol_weight_da": 154.3,
  "de_lowest_kcal_mol": 50.24,
  "homo_ev": -8.83,
  "elements": ["C", "C", "C", "C", "S", "S", "S", "H", "H", "H", "H", "H", "H", "H", "H", "H", "H"],
  "positions_angstrom": [[1.95328, 0.63662, 0.32470], [-1.12113, -0.23119, -1.62222], [0.96822, -0.14425, 1.19755], [-1.49544, -0.16156, -0.10197], [-2.01918, -1.77423, 0.54704], [-3.29707, 0.95524, -0.05983], [-0.63635, 0.70174, 1.18017], [1.51985, 0.64945, -0.62805], [1.97470, 1.61586, 0.91966], [2.89434, 0.11900, 0.32335], [-0.25202, 0.32108, -1.94499], [-0.71203, -1.27179, -1.66334], [-2.08250, -0.19241, -2.20055], [1.25750, -0.15884, 2.31391], [0.74761, -0.98572, 0.70097], [-1.70224, -1.31900, 1.77923], [-4.17881, 0.00378, 0.22013]],
  "atomic_forces_ev_per_a": [[-0.3, 0.9, 3.6], [-0.3, -2.4, 1.3], [0.6, 3.4, 2.1], [-3.3, 1.0, -0.7], [0.5, -0.2, 0.1], [1.9, 0.1, -0.2], [0.2, 1.2, 0.2], [-0.2, 0.7, -1.5], [0.6, -0.9, -1.8], [0.7, 0.1, -0.1], [-0.4, 1.0, -0.1], [-0.5, 0.5, -0.5], [1.4, 0.3, 0.2], [-0.3, -0.6, -1.9], [-0.4, -4.0, -0.7], [-0.4, -0.6, -0.1], [0.2, -0.5, 0.1]],
  "nbo_charge": [-0.605, -0.690, -0.520, -0.339, -0.023, -0.135, 0.260, 0.201, 0.214, 0.209, 0.235, 0.218, 0.259, 0.229, 0.207, 0.148, 0.132]
}

=====

(4)
{
  "formula": "C28H51ClF3IN3O17",
  "method": "ωB97M-V with the def2-TZVPD basis set",
  "energy_ev": -97911.3358,
  "gap_ev": 8.1,
  "mol_weight_da": 921.1,
  "de_lowest_kcal_mol": 0.00,
  "homo_ev": -12.05,
  "charge": 1,
  "elements": ["C", "N", "C", "N", "N", "C", "Cl", "C", "C", "O", "I", "C", "C", "O", "C", "F", "F", "F", "H", "H", "H", "H", "H", "H", "H", "H", "H", "H", "H", "C", "C", "O", "C", "O", "O", "C", "H", "H", "H", "H", "H", "H", "H", "H", "C", "C", "O", "C", "O", "O", "C", "H", "H", "H", "H", "H", "H", "H", "H", "C", "C", "O", "C", "O", "O", "C", "H", "H", "H", "H", "H", "H", "H", "H", "C", "C", "O", "C", "O", "O", "C", "H", "H", "H", "H", "H", "H", "H", "H", "C", "C", "O", "C", "O", "O", "C", "H", "H", "H", "H", "H", "H", "H", "H"],
  "positions_angstrom": [[1.47977, -1.43253, 1.34150], [2.54119, -2.25708, 0.69436], [2.47640, -3.55116, 1.08464], [1.60984, -4.41633, 0.58926], [3.39075, -3.89880, 2.03377], [4.55858, -2.96423, 1.79760], [5.84306, -3.96946, 1.04753], [5.08380, -2.55560, 3.18170], [6.45099, -1.91891, 3.14659], [7.48472, -2.47587, 3.35348], [6.44557, 0.19264, 2.65164], [3.93896, -1.85014, 0.94003], [4.73016, -1.28328, -0.26102], [4.19768, -1.62471, -1.53527], [4.64373, -2.76482, -2.09921], [4.11832, -2.83648, -3.33383], [5.97992, -2.83291, -2.18580], [4.24015, -3.86235, -1.39527], [1.91040, -0.70028, 2.00699], [0.82518, -2.07001, 1.92218], [0.87559, -0.95713, 0.58535], [1.39120, -4.38004, -0.39262], [1.15604, -5.07154, 1.20336], [3.69362, -4.83332, 1.76230], [5.13130, -3.45397, 3.78148], [4.37557, -1.89797, 3.66932], [3.92238, -1.00514, 1.62036], [4.66339, -0.21042, -0.20188], [5.77890, -1.52940, -0.15069], [-2.99078, -5.80681, -5.00450], [-3.02450, -4.89202, -3.80055], [-1.82616, -5.01944, -3.00297], [-0.76949, -4.37568, -3.46309], [-0.71237, -3.69537, -4.44774], [0.25727, -4.60939, -2.62982], [1.49399, -4.01336, -3.03367], [-2.80248, -6.83571, -4.69647], [-3.94116, -5.76615, -5.53411], [-2.19964, -5.51842, -5.69568], [-3.84153, -5.16692, -3.13805], [-3.16908, -3.85165, -4.09006], [1.38428, -2.94872, -3.22583], [1.89671, -4.51351, -3.91161], [2.17402, -4.15768, -2.21047], [-1.22143, -0.23001, -5.21624], [-2.03445, -1.20651, -6.03892], [-3.43597, -1.08611, -5.75154], [-4.06066, -0.06792, -6.34063], [-3.57210, 0.72267, -7.09890], [-5.32400, -0.07244, -5.91895], [-6.10664, 1.02076, -6.40837], [-1.45267, -0.34569, -4.15504], [-0.15589, -0.40327, -5.36793], [-1.44718, 0.79968, -5.49245], [-1.76406, -2.22416, -5.77648], [-1.85055, -1.07698, -7.10479], [-6.05146, 1.08618, -7.49185], [-5.76689, 1.95146, -5.95679], [-7.13533, 0.83675, -6.11249], [-5.57858, 1.27611, -2.89792], [-5.60339, 2.18027, -1.68587], [-4.37921, 2.07925, -0.93643], [-3.35508, 2.76361, -1.43593], [-3.36985, 3.45637, -2.41383], [-2.29300, 2.54797, -0.65310], [-1.10149, 3.19123, -1.11022], [-5.34854, 0.25108, -2.60511], [-6.54226, 1.28819, -3.40535], [-4.81237, 1.58996, -3.60601], [-6.39438, 1.87585, -1.00338], [-5.78688, 3.21765, -1.96167], [-1.26912, 4.25172, -1.27889], [-0.74584, 2.71992, -2.02564], [-0.36122, 3.06451, -0.32494], [-4.40986, 2.14824, 2.64400], [-5.78478, 2.03729, 2.02206], [-6.81405, 1.98881, 3.01883], [-7.14728, 3.16548, 3.54587], [-6.68677, 4.23233, 3.24157], [-8.08662, 2.95374, 4.46306], [-8.50845, 4.13126, 5.15719], [-4.25589, 1.34583, 3.36741], [-3.64218, 2.08606, 1.87253], [-4.29641, 3.09451, 3.17177], [-5.86701, 1.10540, 1.46554], [-5.97235, 2.85525, 1.32797], [-8.80308, 4.91126, 4.45977], [-7.71202, 4.49058, 5.80639], [-9.36375, 3.84333, 5.76045], [7.48153, 6.56566, 6.02713], [6.35198, 5.58436, 5.80216], [6.84522, 4.26240, 5.52651], [7.23466, 3.56965, 6.59348], [7.18315, 3.93237, 7.73531], [7.69388, 2.38973, 6.17159], [8.21328, 1.55901, 7.21382], [8.17526, 6.54631, 5.18606], [7.08926, 7.57597, 6.13691], [8.04343, 6.31508, 6.92562], [5.77524, 5.86750, 4.92388], [5.67115, 5.55756, 6.65179], [7.49153, 1.44382, 8.01880], [9.14169, 1.97511, 7.59981], [8.41345, 0.59008, 6.76510]],
  "atomic_forces_ev_per_a": [[-0.6, -0.2, -0.8], [1.1, -0.4, 0.1], [0.0, 0.0, 0.4], [-0.1, 0.4, 0.6], [0.3, -0.2, -2.2], [0.0, -1.0, 0.9], [-0.1, 0.3, -0.2], [-0.1, 0.0, -0.1], [1.4, -0.3, 0.2], [-1.3, 0.6, -0.1], [0.0, -0.1, 0.1], [0.2, 1.0, 0.5], [-0.4, -0.3, 0.2], [0.2, -0.4, 0.0], [0.0, 0.2, -0.7], [0.4, -0.1, 0.9], [-0.6, 0.0, 0.1], [0.0, 0.2, -0.3], [0.3, 0.2, 0.1], [-0.1, -0.2, 0.1], [-0.1, 0.3, -0.2], [-0.8, 0.3, -0.1], [0.2, -0.6, -0.2], [0.1, -0.3, 1.0], [0.3, -0.3, 0.1], [-0.2, 0.3, 0.0], [-0.2, 0.2, 0.1], [-0.1, 0.4, -0.2], [0.2, -0.2, -0.2], [0.3, -0.1, 0.0], [-0.5, 0.0, -0.3], [0.0, 0.0, 0.2], [-0.3, -0.2, 0.1], [0.2, 0.2, -0.2], [0.2, 0.1, 0.3], [-0.2, 0.0, -0.2], [-0.1, 0.0, 0.0], [0.0, 0.0, 0.0], [0.0, 0.1, 0.0], [0.1, 0.0, 0.2], [0.2, 0.0, 0.0], [-0.1, 0.0, -0.1], [0.0, 0.0, -0.1], [0.2, -0.1, 0.2], [-0.1, 0.2, 0.1], [0.4, -0.1, -0.1], [0.0, -0.2, 0.0], [0.0, -0.1, 0.2], [0.1, 0.1, -0.2], [-0.2, 0.0, 0.0], [-0.2, 0.1, 0.0], [0.1, -0.1, 0.0], [0.0, 0.0, 0.0], [0.0, 0.0, -0.1], [-0.2, 0.0, 0.0], [-0.2, 0.1, 0.0], [0.1, 0.0, 0.0], [0.1, 0.0, -0.1], [0.0, -0.2, 0.1], [0.3, -0.1, 0.0], [-0.4, 0.0, -0.3], [-0.1, 0.0, 0.2], [-0.1, -0.1, 0.1], [0.0, 0.1, -0.2], [0.1, 0.0, 0.1], [0.2, 0.0, 0.0], [-0.1, 0.0, 0.0], [0.0, 0.0, 0.0], [0.0, 0.1, 0.0], [0.1, 0.0, 0.2], [0.2, 0.0, 0.0], [0.0, 0.0, -0.1], [0.0, 0.1, -0.1], [-0.1, -0.1, 0.1], [0.0, 0.1, 0.2], [0.3, -0.1, -0.3], [0.0, -0.1, -0.1], [-0.1, -0.1, 0.0], [0.1, 0.2, 0.0], [-0.1, 0.0, 0.1], [-0.1, 0.1, 0.1], [0.0, -0.1, -0.1], [0.0, 0.0, 0.0], [0.0, 0.0, -0.1], [-0.2, -0.1, 0.1], [0.0, 0.1, 0.1], [0.1, 0.0, 0.0], [0.0, 0.1, -0.1], [0.0, -0.1, 0.0], [0.2, -0.2, 0.0], [-0.1, 0.4, 0.0], [-0.1, 0.0, -0.1], [0.0, 0.0, -0.2], [0.0, 0.0, 0.2], [0.0, -0.2, 0.0], [0.1, -0.2, 0.0], [-0.1, 0.1, -0.1], [0.0, 0.0, 0.0], [-0.1, 0.0, 0.1], [0.0, -0.2, -0.1], [0.1, -0.1, 0.1], [0.0, 0.1, 0.0], [0.0, 0.0, 0.1], [0.0, 0.0, -0.1]],
  "lowdin_charge": [0.043, 0.004, -0.374, 0.286, 0.158, -0.660, 0.843, -0.200, -0.814, 0.041, 0.944, -0.235, -0.120, 0.068, -0.683, 0.180, 0.177, 0.092, 0.101, 0.099, 0.097, 0.108, 0.151, 0.132, 0.129, 0.118, 0.083, 0.122, 0.103, -0.055, -0.188, 0.048, -0.604, 0.131, -0.009, -0.042, 0.084, 0.087, 0.078, 0.125, 0.120, 0.106, 0.115, 0.046, -0.061, -0.208, 0.031, -0.620, 0.136, -0.009, -0.043, 0.075, 0.079, 0.076, 0.088, 0.128, 0.098, 0.094, 0.094, -0.057, -0.200, 0.023, -0.614, 0.140, -0.009, -0.040, 0.090, 0.083, 0.072, 0.116, 0.130, 0.099, 0.095, 0.088, -0.054, -0.220, 0.042, -0.618, 0.128, 0.009, -0.035, 0.081, 0.065, 0.079, 0.121, 0.116, 0.096, 0.099, 0.094, -0.062, -0.211, 0.030, -0.620, 0.134, -0.016, -0.037, 0.082, 0.083, 0.077, 0.120, 0.123, 0.096, 0.101, 0.089]
}